Molecular formula: C18H31Cl2N2O4Pm
Method: DFT, ωB97M-V/def2-TZVPD

The value obtained for the electronic energy is -71943.7199 eV. As for the strongest force on any atom: 2.49 eV/A. As for the total charge: 0. The expectation value of S² is 6.004. Its spin multiplicity is 5.

Atoms and positions in Å:
Pm -0.44 0.06 0.64
Cl -1.25 2.03 2.15
Cl -2.63 -0.66 -0.69
O 1.39 1.05 -0.38
O -1.36 -1.48 2.21
O 1.23 0.11 2.49
O 0.78 -1.93 0.18
N -3.48 -2.01 2.88
N 2.58 -3.13 -0.52
C 1.34 1.59 -1.64
C 1.33 3.14 -1.54
C 1.62 5.26 -2.67
C 0.95 -0.27 3.85
C 2.03 -2.06 0.02
C -2.59 -1.22 2.35
C 1.79 -4.28 -0.94
C 1.26 5.93 -1.49
C 1.67 3.86 -2.68
C -2.20 1.30 -3.27
C -0.96 1.73 -2.58
C 0.95 3.80 -0.37
C 4.02 -3.30 -0.50
C 0.28 -0.44 -2.87
C -3.09 -3.30 3.46
C 0.92 5.21 -0.34
C -4.85 -1.55 3.06
C 0.17 1.01 -2.45
H 1.33 -0.69 -3.09
H 0.51 -1.27 3.81
H 0.19 0.38 4.31
H -2.97 -0.25 1.97
H -1.02 2.73 -2.13
H 4.46 -2.38 -0.11
H -2.04 -3.48 3.23
H 0.67 3.24 0.52
H 2.73 -1.27 0.33
H -5.11 -1.52 4.13
H 4.31 -4.14 0.15
H -4.89 -0.54 2.64
H -3.71 -4.09 3.02
H -2.17 0.24 -3.57
H 1.81 -5.06 -0.18
H -2.39 1.91 -4.17
H -0.35 -0.64 -3.75
H 1.88 5.80 -3.58
H -0.07 -1.15 -2.10
H 2.22 -4.66 -1.86
H 1.23 7.03 -1.48
H 0.62 5.72 0.57
H 0.75 -3.97 -1.10
H 1.90 -0.29 4.42
H 1.95 3.30 -3.57
H -5.56 -2.20 2.54
H 4.39 -3.50 -1.51
H -3.07 1.43 -2.61
H 2.24 1.33 -2.23
H 1.91 0.80 2.47
H -3.24 -3.27 4.54


Molecular formula: C19H52ClNO9PS
Method: DFT, ωB97M-V/def2-TZVPD

The value obtained for the electronic energy is -73100.0429 eV. As for the strongest force on any atom: 2.66 eV/A. As for the total charge: +1. Its spin multiplicity is 1.

Atoms and positions in Å:
Cl -3.37 -1.35 4.10
S -2.90 -2.25 2.41
P -1.25 -3.55 3.11
O 1.13 2.26 -6.70
O -0.16 -3.62 1.96
O -4.13 -3.27 2.00
O -5.70 -3.87 3.39
O -2.37 2.28 -2.63
O 0.68 -0.52 3.97
O 5.13 -0.39 -0.96
O -4.63 -0.42 0.65
O 2.44 -3.04 3.75
N -5.46 -3.02 2.69
C 4.70 -3.76 4.22
C 4.05 1.10 -2.53
C -2.01 -5.19 3.15
C -4.69 0.58 -1.54
C 0.57 0.68 4.75
C 1.78 0.84 5.65
C 4.08 -0.29 -1.92
C -0.44 3.92 -7.49
C -6.76 0.42 -0.12
C 1.92 3.82 -8.37
C -0.17 1.28 -2.68
C 3.31 -3.56 4.78
C -1.14 2.23 -3.37
C -5.26 0.61 -0.13
C 2.75 -0.65 -1.27
C -0.72 0.68 5.55
C 1.02 3.61 -7.17
C -0.55 3.61 -3.52
C 3.32 -2.61 5.97
H -7.14 0.44 0.90
H -5.11 1.36 -2.16
H 2.31 -2.48 6.36
H 4.68 -4.44 3.36
H 2.52 0.05 -0.46
H 2.95 3.59 -8.12
H 1.94 -0.61 -1.99
H -0.61 0.29 -2.57
H 3.95 -3.00 6.77
H -2.16 2.63 -1.75
H 0.59 -3.08 2.28
H -4.89 -0.39 -2.01
H -1.57 0.57 4.87
H 5.01 1.34 -2.98
H -5.00 1.55 0.34
H 0.55 1.50 4.03
H 1.85 0.00 6.35
H -3.04 -5.11 3.45
H -1.40 1.83 -4.35
H 5.37 -4.18 4.97
H -1.45 -5.81 3.83
H -0.84 1.60 6.12
H 5.12 -2.81 3.87
H -0.80 3.26 -8.28
H 0.05 1.65 -1.67
H -0.32 4.05 -2.55
H 0.76 1.19 -3.23
H 3.28 1.19 -3.29
H 2.89 -4.52 5.08
H 3.69 -1.63 5.68
H -0.56 4.95 -7.82
H 4.95 0.26 -0.26
H -7.03 -0.54 -0.55
H 0.83 1.69 -7.42
H -1.07 3.76 -6.62
H -1.92 -5.64 2.17
H -1.25 4.28 -4.02
H 0.72 -1.27 4.58
H 4.32 -1.02 -2.69
H 1.87 4.85 -8.73
H -0.74 -0.17 6.25
H -3.61 0.71 -1.52
H 2.79 -1.65 -0.84
H 2.70 0.84 5.06
H 3.87 1.85 -1.75
H 1.63 3.16 -9.19
H 1.74 1.76 6.22
H -7.26 1.21 -0.69
H 2.79 -2.19 3.47
H 1.35 4.25 -6.35
H 0.37 3.58 -4.11
H -4.84 -1.27 0.25


Question: electronic energy of number 1 (C18H31Cl2N2O4Pm)?
Answer: -71943.7199 eV